{
  "formula": "C8H7N3",
  "method": "ωB97M-V/def2-TZVPD",
  "e_lumo_ev": 0.48,
  "total_charge": 0,
  "relative_energy_kcal_mol": 69.34,
  "smiles": "c1ccc(-c2ncc[nH]2)nc1",
  "energy_ha": -473.21856,
  "elements": ["C", "C", "C", "C", "C", "N", "C", "C", "N", "N", "C", "H", "H", "H", "H", "H", "H", "H"],
  "coordinates": [[-3.065, -0.093, -0.017], [-2.482, 1.161, 0.061], [-1.109, 1.252, 0.027], [-0.354, 0.077, -0.066], [1.083, 0.119, -0.021], [1.906, 1.177, -0.127], [3.124, 0.734, -0.027], [3.197, -0.623, 0.068], [1.786, -1.017, 0.115], [-0.901, -1.101, -0.044], [-2.206, -1.151, -0.053], [-4.008, -0.339, -0.056], [-3.195, 2.168, 0.079], [-0.284, 2.226, 0.306], [3.904, 1.353, -0.126], [3.972, -1.588, -0.043], [1.187, -1.973, -0.061], [-2.556, -2.381, -0.015]]
}

---

{
  "formula": "C8H7N3O2",
  "method": "ωB97M-V/def2-TZVPD",
  "e_lumo_ev": -2.03,
  "total_charge": 0,
  "relative_energy_kcal_mol": 56.36,
  "energy_ha": -623.66936,
  "elements": ["N", "O", "O", "N", "C", "C", "C", "C", "C", "C", "C", "N", "C", "H", "H", "H", "H", "H", "H", "H"],
  "coordinates": [[-3.161, -1.203, 0.268], [-0.764, 2.767, -1.580], [0.889, 1.772, -2.712], [-2.669, -0.413, -0.412], [-0.070, 1.767, -1.955], [1.521, -1.056, 2.046], [1.403, -1.816, 0.912], [1.039, 0.257, 2.068], [0.779, -1.337, -0.208], [0.367, 0.778, 0.930], [0.183, -0.047, -0.203], [-2.064, 0.510, -1.182], [-0.585, 0.413, -1.476], [2.009, -1.478, 2.895], [1.764, -2.822, 0.912], [1.170, 0.905, 2.968], [0.762, -1.957, -1.102], [0.000, 1.818, 0.931], [-2.238, 1.437, -0.841], [-0.336, -0.295, -2.261]]
}

---

{
  "formula": "C8H7NNiO4",
  "method": "ωB97M-V/def2-TZVPD",
  "e_lumo_ev": [-8.72, -10.69],
  "spin_multiplicity": 3,
  "total_charge": 2,
  "relative_energy_kcal_mol": 24.91,
  "energy_ha": -2172.29608,
  "s2": 2.021,
  "elements": ["Ni", "O", "C", "C", "O", "C", "O", "C", "O", "C", "H", "H", "C", "H", "H", "C", "C", "N", "H", "H", "H"],
  "coordinates": [[0.775, -0.378, -0.538], [0.694, -0.289, 3.195], [1.109, -0.477, 2.149], [0.049, 0.059, -2.176], [-0.461, 0.131, -3.207], [-0.063, -2.144, -0.368], [-0.946, -2.793, -0.017], [1.613, 1.368, -0.451], [1.717, 2.454, -0.086], [2.543, -1.186, -0.195], [3.284, -0.500, 0.247], [2.521, -2.179, 0.275], [2.232, -1.053, -1.579], [1.999, -1.949, -2.170], [2.781, -0.296, -2.158], [-2.955, 1.375, 1.068], [-1.716, 0.798, 0.637], [-0.730, 0.322, 0.253], [-3.795, 0.752, 0.735], [-3.069, 2.378, 0.639], [-2.989, 1.454, 2.161]]
}

---

{
  "formula": "C8H7NO2",
  "method": "ωB97M-V/def2-TZVPD",
  "e_lumo_ev": -0.33,
  "total_charge": 0,
  "relative_energy_kcal_mol": 59.24,
  "energy_ha": -514.20715,
  "elements": ["C", "C", "C", "C", "C", "C", "C", "C", "N", "O", "O", "H", "H", "H", "H", "H", "H", "H"],
  "coordinates": [[-2.308, -0.740, -0.121], [-2.275, 0.637, 0.080], [-1.140, -1.469, -0.153], [-1.069, 1.294, 0.257], [0.085, -0.810, 0.021], [0.113, 0.576, 0.228], [1.304, -1.494, -0.024], [1.500, 1.223, 0.358], [1.891, -2.537, -0.101], [2.476, 0.329, 0.271], [1.587, 2.254, -0.619], [-3.255, -1.239, -0.256], [-3.196, 1.198, 0.096], [-1.146, -2.535, -0.310], [-1.034, 2.361, 0.404], [1.499, 1.757, 1.335], [2.885, -2.687, -0.105], [2.082, 1.882, -1.363]]
}